Here is an isolated molecule of C5H10O from the Open Molecules 2025 dataset. Energies are from ωB97M-V with the def2-TZVPD basis set.

Values from the calculation:
- SMILES: CC(C)(C)C=O
- Net charge: 0
- Electronic energy: -7394.1527 eV
- ΔE to the lowest compared entry with this formula, charge and spin: 59.1 kJ/mol

Geometry (Å):
C1 -0.938 -0.759 -0.848
C2 -0.005 0.076 0.054
C3 0.420 1.321 -0.784
C4 1.018 -0.963 0.604
C5 -0.706 0.591 1.314
O1 -0.789 -0.052 2.334
H1 -1.689 -0.163 -1.377
H2 -0.310 -1.241 -1.610
H3 -1.436 -1.544 -0.275
H4 -0.439 1.655 -1.386
H5 1.227 1.135 -1.501
H6 0.703 2.196 -0.187
H7 0.456 -1.684 1.212
H8 1.503 -1.534 -0.193
H9 1.774 -0.558 1.283
H10 -1.092 1.636 1.283